The following is a quantum chemistry calculation of a molecular structure, C3H3LiO3Tl at a distorted geometry, from the Open Molecules 2025 dataset.

XYZ file:
```
11
Properties=species:S:1:pos:R:3:forces:R:3
O -1.011952 -1.482132 0.868085 -0.198 0.322 -0.412
C -0.973911 -0.258591 0.757035 0.856 -1.154 0.822
O -1.530936 0.566850 1.543669 -0.676 1.124 -0.203
Li -1.081548 2.204604 0.654398 0.121 -0.487 0.072
O -0.201298 0.384406 -0.159389 -0.242 0.815 -0.094
Tl -2.832901 -1.274750 2.762718 0.036 -0.215 0.030
C 0.749840 -0.303192 -0.902260 0.966 -0.527 -0.083
H 0.661758 -1.387313 -0.833375 -0.280 0.338 -0.387
H 1.947124 1.407770 -1.224833 -0.241 -0.384 -0.501
C 1.762619 0.350912 -1.454159 -0.107 -0.042 0.602
H 2.511207 -0.208563 -2.011890 -0.234 0.209 0.153
```
Forces are in eV/Å.

Calculated values
**Charge**: +1
**Energy relative to the best compared isomer or geometry (same formula, charge and spin)**: 0.0 kcal/mol
**Spin multiplicity**: 1
**Energy**: -14196.1115 eV
**Kohn-Sham gap**: 9.15 eV

These are the natural (NBO) partial charges, in e, on atoms 1 to 2:
1. O -0.7157
2. C 0.9726